Record 1
Molecular formula: C32H47AsClF6MnN4O6S3
Method: DFT, ωB97M-V with the def2-TZVPD basis set

XYZ file:
```
101
Properties=species:S:1:pos:R:3:forces:R:3
Mn 0.173 -0.455 0.347 -0.4 0.4 -0.6
F -1.395 -3.255 -2.042 0.0 0.4 -0.2
C -0.648 -2.187 -2.340 -0.3 -0.3 -0.1
F 0.367 -2.184 -1.418 0.3 0.0 0.2
F -0.104 -2.347 -3.524 -0.3 0.3 0.2
S -1.660 -0.580 -2.150 -0.6 -2.0 -1.9
O -1.463 -0.289 -0.735 -0.1 0.5 1.5
O -2.977 -0.950 -2.502 0.3 0.3 -0.3
N -0.908 0.417 -3.065 -0.1 0.2 0.2
S 0.165 1.237 -2.233 -0.2 1.4 -1.3
O 1.084 0.342 -1.551 1.0 -0.8 0.8
O -0.388 2.277 -1.437 -0.2 0.5 -0.1
C 1.152 2.091 -3.567 0.2 0.2 -0.5
F 2.107 2.809 -2.968 -0.2 -0.3 0.3
F 0.366 2.911 -4.239 -0.1 -0.2 0.2
F 1.714 1.232 -4.392 -0.1 -0.2 0.2
C 4.479 -0.557 2.190 -0.4 -0.1 0.0
C 3.208 -0.111 2.910 0.2 0.3 -0.8
As 1.516 -0.955 2.265 1.4 -0.7 3.6
C 0.381 -0.272 3.755 -0.5 0.0 -0.3
C -0.023 -1.316 4.794 0.3 -0.2 -0.4
C 1.868 -2.869 2.685 -0.2 -0.1 -0.6
C 2.444 -3.535 1.434 0.0 0.2 0.1
H 5.299 0.109 2.449 0.1 0.0 0.0
H 4.334 -0.529 1.109 0.2 0.0 0.0
H 4.758 -1.567 2.485 0.1 0.0 -0.1
H 3.067 0.967 2.793 0.0 -0.1 0.1
H 3.275 -0.335 3.988 -0.5 -0.1 -0.4
H -0.504 0.169 3.284 0.1 0.2 0.2
H 0.950 0.528 4.243 0.0 0.0 -0.4
H -0.638 -2.100 4.352 0.0 0.0 0.1
H -0.600 -0.843 5.588 0.0 0.1 0.0
H 0.862 -1.770 5.242 -0.1 0.0 0.1
H 0.926 -3.345 2.977 0.1 0.3 0.0
H 2.571 -2.940 3.525 -0.2 0.4 -0.1
H 1.800 -3.317 0.577 0.1 -0.2 -0.1
H 2.515 -4.614 1.551 0.0 0.0 0.0
H 3.439 -3.141 1.229 0.0 -0.1 -0.2
C -0.504 4.641 6.518 -0.1 0.0 0.2
C 0.001 4.117 5.218 0.2 -0.1 -0.1
C -0.883 3.702 4.221 0.1 -0.1 -0.1
C -0.411 3.220 3.017 -0.1 -0.1 -0.2
C 0.957 3.153 2.795 0.4 -0.2 -0.2
C 1.854 3.524 3.785 0.1 -0.1 -0.3
C 1.370 4.003 4.989 -0.1 0.0 -0.1
S 1.551 2.592 1.180 0.0 1.5 1.2
C 1.034 4.087 0.284 0.0 -0.5 -0.3
O 0.563 1.469 0.885 -0.8 -1.5 -0.1
H -1.328 5.334 6.373 0.0 0.1 0.0
H 0.286 5.140 7.072 0.0 0.1 0.1
H -0.875 3.817 7.125 -0.1 0.0 0.1
H -1.949 3.761 4.385 -0.1 0.0 0.0
H -1.100 2.889 2.253 -0.1 0.1 -0.1
H 2.917 3.451 3.612 0.2 0.0 0.0
H 2.064 4.313 5.755 0.1 0.0 0.1
H -0.016 4.296 0.454 -0.1 -0.1 0.1
H 1.217 3.953 -0.774 0.1 -0.1 -0.1
H 1.646 4.902 0.660 0.2 -0.1 0.3
C -6.693 -6.590 1.168 0.2 0.1 -0.1
C -5.234 -6.519 0.683 0.2 0.0 0.2
C -4.457 -7.570 1.493 -0.2 0.2 -0.1
C -5.203 -6.928 -0.791 0.0 0.1 0.3
C -4.638 -5.075 0.929 0.1 -0.1 -1.0
O -5.010 -4.600 2.194 -0.2 0.0 0.5
C -4.996 -4.063 -0.199 -0.1 -0.3 0.7
C -6.402 -3.442 -0.143 0.5 -0.1 -0.2
C -6.275 -2.107 -0.803 -0.2 0.6 -0.2
C -6.170 -0.947 -0.030 -0.1 -0.6 -0.3
C -5.958 0.279 -0.621 0.2 0.3 -0.7
C -5.811 0.352 -2.009 -0.2 -0.9 0.5
Cl -5.457 1.852 -2.740 0.1 0.7 -0.3
C -5.919 -0.795 -2.799 0.0 0.7 0.3
C -6.143 -2.010 -2.192 -0.2 -0.1 0.6
C -3.086 -5.139 0.997 -0.8 -1.0 0.4
N -2.462 -3.845 1.163 1.4 0.7 -0.4
C -1.248 -3.481 0.754 0.1 -0.3 0.0
N -1.012 -2.220 1.121 0.7 0.8 -0.2
C -2.160 -1.864 1.764 -0.1 -0.2 0.1
N -3.028 -2.831 1.805 -0.6 0.8 0.7
H -7.122 -7.525 0.816 -0.1 -0.1 0.0
H -7.310 -5.784 0.784 -0.1 0.1 -0.1
H -6.754 -6.608 2.255 0.0 0.0 0.1
H -5.030 -8.494 1.506 0.0 -0.1 0.0
H -4.320 -7.252 2.524 0.0 0.0 0.1
H -3.491 -7.788 1.049 0.2 -0.1 0.0
H -5.408 -7.993 -0.862 0.0 -0.1 -0.1
H -4.232 -6.751 -1.247 0.2 0.0 -0.1
H -5.966 -6.410 -1.363 0.0 0.1 -0.2
H -5.948 -4.773 2.336 0.1 0.0 0.0
H -4.837 -4.528 -1.169 0.1 0.0 -0.1
H -4.297 -3.229 -0.127 -0.1 -0.1 -0.1
H -6.719 -3.311 0.892 -0.1 0.0 0.0
H -7.130 -4.061 -0.667 -0.1 -0.1 0.1
H -6.263 -1.016 1.043 -0.1 0.0 0.2
H -5.903 1.176 -0.023 0.0 0.1 0.0
H -5.810 -0.720 -3.869 0.0 0.0 -0.1
H -6.214 -2.899 -2.801 -0.1 -0.2 -0.1
H -2.670 -5.595 0.098 0.0 0.0 0.0
H -2.821 -5.730 1.877 0.0 0.0 -0.2
H -0.560 -4.128 0.244 0.0 -0.1 -0.2
H -2.336 -0.897 2.195 -0.1 0.1 0.0
```
Positions in Å, forces in eV/Å.

Summary:
LUMO (alpha / beta) ... -0.34568 / -0.25306 hartree
Total charge ... +2
HOMO energy (alpha / beta) ... -12.13 / -12.13 eV
Energy above the lowest of the compared OMol25 structures with the same formula, charge and spin ... 67.5 kcal/mol
Kohn-Sham gap (alpha / beta) ... 2.72 / 5.24 eV
DFT total energy ... -205668.0641 eV
Spin multiplicity ... 5

Record 2
Molecular formula: C32H47ClN5O10P
Method: DFT, ωB97M-V with the def2-TZVPD basis set

XYZ file:
```
96
Properties=species:S:1:pos:R:3:forces:R:3
C 1.721 0.762 -5.237 -0.1 0.1 -0.1
C 1.654 1.481 -3.920 -0.4 0.1 0.0
O 0.619 1.662 -3.334 0.3 -0.1 0.0
O 2.858 1.882 -3.435 0.3 -0.5 -0.1
C 3.211 1.192 -2.209 -0.1 0.5 0.0
C 4.662 1.482 -1.883 0.0 -0.3 0.1
C 4.946 1.169 -0.407 -0.1 0.1 -0.1
C 4.532 -0.233 -0.058 0.4 0.0 0.1
C 3.280 -0.475 0.484 -0.1 -0.3 0.0
C 2.814 -1.763 0.761 0.4 0.0 0.0
P 1.087 -1.945 1.358 -0.4 0.1 -0.6
O 0.460 -0.542 0.853 -0.3 -0.6 0.4
Cl 1.404 -1.532 3.367 0.1 -0.1 0.2
C 3.621 -2.890 0.518 -0.1 0.2 0.0
C 3.101 -4.285 0.751 -0.3 -0.2 0.0
O 3.248 -5.137 -0.382 0.1 0.1 0.0
C 2.470 -4.739 -1.445 -0.1 0.0 0.0
C 1.121 -5.059 -1.476 -0.2 0.0 0.0
C 0.342 -4.668 -2.553 0.0 0.1 -0.2
C 0.904 -3.961 -3.606 0.1 0.1 0.1
C 2.255 -3.640 -3.569 -0.2 -0.1 -0.1
C 3.037 -4.032 -2.495 0.2 0.1 -0.1
C 4.895 -2.637 0.022 0.0 0.0 -0.1
C 5.338 -1.348 -0.261 -0.4 -0.1 0.0
C 6.733 -1.424 -0.771 0.2 0.1 -0.1
O 7.470 -0.524 -1.090 -0.1 -0.1 0.1
N 7.062 -2.788 -0.822 -0.2 0.1 0.7
C 6.007 -3.584 -0.306 0.1 0.0 -0.2
O 6.074 -4.778 -0.212 0.0 0.1 0.3
H 2.618 0.996 -5.800 0.0 0.1 0.0
H 0.822 0.993 -5.802 0.0 0.0 -0.1
H 1.709 -0.311 -5.035 0.1 0.0 0.1
H 2.549 1.534 -1.412 -0.1 0.0 0.0
H 3.069 0.120 -2.366 -0.1 0.0 0.1
H 5.311 0.850 -2.491 0.0 0.2 -0.2
H 4.889 2.526 -2.089 0.0 0.0 0.0
H 4.369 1.865 0.204 0.1 0.0 0.1
H 6.007 1.310 -0.213 0.0 0.0 0.0
H 2.633 0.373 0.658 0.0 0.1 0.1
H 0.707 0.236 1.377 0.1 0.4 -0.4
H 2.036 -4.235 0.986 0.0 0.0 0.2
H 3.594 -4.775 1.589 0.2 0.0 -0.1
H 0.668 -5.624 -0.672 0.1 0.0 0.1
H -0.712 -4.911 -2.578 0.0 -0.1 0.0
H 0.302 -3.660 -4.452 -0.1 0.0 0.0
H 2.688 -3.081 -4.388 0.1 0.0 0.0
H 4.092 -3.797 -2.481 0.0 0.0 0.1
H 7.990 -3.053 -0.522 0.2 -0.1 -0.6
C -1.087 4.636 0.708 0.0 -0.1 0.0
N -0.382 3.397 0.460 0.1 0.0 -0.1
C -0.940 2.439 -0.490 0.2 -0.2 0.0
C 0.757 3.096 1.084 -0.2 0.2 0.1
O 1.378 2.051 0.926 0.1 0.0 0.0
H -2.087 4.428 1.093 0.0 0.0 0.0
H -1.177 5.213 -0.214 0.0 0.0 0.0
H -0.544 5.229 1.441 0.0 0.0 0.0
H -1.141 1.500 0.021 -0.1 0.0 -0.1
H -0.249 2.251 -1.315 -0.1 0.1 0.1
H -1.875 2.830 -0.884 0.0 0.0 0.0
H 1.098 3.876 1.783 0.0 0.0 0.0
C 2.773 0.270 7.780 0.1 0.1 0.0
N 3.274 1.143 6.740 0.0 0.0 0.1
C 4.235 2.179 7.076 0.0 0.0 -0.1
C 2.877 1.028 5.456 -0.1 0.0 -0.1
O 3.271 1.736 4.551 0.0 0.0 0.0
H 2.260 0.846 8.554 0.0 0.0 0.0
H 3.590 -0.286 8.244 0.0 0.0 0.0
H 2.069 -0.440 7.351 0.0 0.0 0.0
H 3.838 3.162 6.824 0.0 0.0 0.0
H 5.159 2.037 6.516 0.0 0.0 0.0
H 4.447 2.136 8.142 0.0 0.0 0.0
H 2.148 0.217 5.297 0.0 0.0 0.0
C -6.226 0.485 -1.115 0.2 -0.1 0.0
N -4.952 0.336 -0.435 -0.1 0.0 -0.1
C -4.132 -0.834 -0.703 0.0 0.1 0.1
C -4.493 1.244 0.441 0.1 0.0 0.0
O -3.430 1.151 1.029 0.0 0.1 0.1
H -6.885 -0.351 -0.873 -0.1 0.0 0.0
H -6.087 0.517 -2.195 -0.1 0.0 0.0
H -6.706 1.409 -0.803 0.0 0.0 0.0
H -3.961 -1.398 0.214 0.0 0.0 0.0
H -3.159 -0.538 -1.098 0.0 0.0 0.0
H -4.641 -1.464 -1.428 0.0 0.0 0.0
H -5.175 2.101 0.579 0.0 0.0 0.0
C -11.581 0.785 -0.572 0.1 0.1 0.0
N -10.437 1.353 -1.256 -0.1 0.0 0.1
C -10.058 2.730 -0.988 0.0 -0.1 -0.1
C -9.707 0.647 -2.140 0.0 0.0 -0.1
O -8.740 1.083 -2.736 0.0 0.0 0.0
H -12.487 1.348 -0.805 0.0 0.0 0.0
H -11.429 0.800 0.509 0.0 0.0 0.0
H -11.721 -0.246 -0.890 0.0 0.0 0.0
H -10.093 3.319 -1.904 0.0 0.0 0.0
H -9.042 2.777 -0.597 0.0 0.0 0.0
H -10.745 3.153 -0.259 0.0 0.0 0.0
H -10.073 -0.384 -2.280 0.0 0.0 0.0
```
Positions in Å, forces in eV/Å.

Summary:
LUMO ... -0.01024 hartree
Total charge ... 0
HOMO energy ... -8.84 eV
Kohn-Sham gap ... 8.56 eV
DFT total energy ... -83685.6654 eV
SMILES ... CC(=O)OCCCc1cc(P(O)Cl)c(COc2ccccc2)c2c1C(=O)NC2=O.CN(C)C=O.CN(C)C=O.CN(C)C=O.CN(C)C=O

Record 3
Molecular formula: C32H48AsClN5ReS4SeSi2
Method: DFT, ωB97M-V with the def2-TZVPD basis set

XYZ file:
```
95
Properties=species:S:1:pos:R:3:forces:R:3
Re 0.632 1.494 0.291 0.6 0.0 0.6
C 0.916 5.021 1.810 0.0 -0.1 0.0
Si 1.451 3.625 2.924 -0.1 0.2 0.1
C 0.352 3.640 4.454 0.1 0.0 -0.1
C 3.250 3.766 3.369 0.0 0.0 0.0
N 1.284 2.038 2.044 -0.2 0.1 -0.1
C 1.703 0.848 2.639 0.1 0.1 -0.2
C 1.875 0.648 4.022 -0.2 -0.1 0.1
C 2.415 -0.527 4.480 0.0 0.1 0.1
C 2.787 -1.545 3.590 0.0 -0.1 -0.1
C 2.633 -1.378 2.237 0.0 0.0 0.0
C 2.108 -0.175 1.734 -0.1 0.0 -0.1
N 1.985 0.132 0.376 0.1 0.0 -0.2
Si 3.107 -0.644 -0.872 -0.1 0.0 -0.1
C 2.825 -2.493 -0.907 0.0 0.0 0.0
C 2.677 0.021 -2.554 0.0 0.0 0.1
C 4.843 -0.240 -0.348 -0.1 -0.1 0.1
H 1.310 5.940 2.256 0.0 0.0 0.0
H -0.168 5.133 1.765 0.0 0.0 0.0
H 1.311 4.969 0.797 0.0 0.0 0.0
H -0.327 4.494 4.417 0.0 0.0 0.0
H 0.954 3.750 5.358 0.0 0.0 0.0
H -0.254 2.744 4.581 0.0 0.0 0.0
H 3.367 4.528 4.143 0.0 0.0 0.0
H 3.838 4.076 2.505 0.0 0.0 0.0
H 3.672 2.836 3.753 0.0 0.0 0.0
H 1.598 1.422 4.723 0.0 0.0 0.0
H 2.568 -0.666 5.542 0.0 0.0 0.0
H 3.204 -2.466 3.973 0.0 0.0 0.0
H 2.913 -2.167 1.557 0.0 0.0 0.0
H 1.823 -2.799 -0.609 -0.1 0.0 0.0
H 3.549 -3.033 -0.294 0.0 0.0 0.0
H 2.971 -2.830 -1.936 0.0 0.0 0.0
H 1.691 -0.307 -2.881 0.0 0.0 0.0
H 3.412 -0.409 -3.242 0.0 0.0 0.0
H 2.747 1.102 -2.661 0.0 0.0 0.0
H 5.001 -0.421 0.718 0.0 0.0 0.0
H 5.107 0.792 -0.568 0.0 0.1 0.0
H 5.535 -0.888 -0.891 0.0 0.0 0.0
S 6.094 3.730 -2.387 0.1 0.0 0.0
As 4.113 4.683 -2.230 -0.1 0.0 0.0
S 3.418 3.356 -0.463 0.0 -0.2 0.0
S 1.485 2.940 -1.042 -0.3 0.0 -0.1
S 4.584 3.108 -3.709 0.0 0.0 0.0
Cl -3.498 5.421 -0.894 0.0 0.0 0.0
C -2.895 4.291 0.244 0.0 -0.1 0.1
C -3.519 4.097 1.469 0.0 0.0 0.0
C -2.969 3.175 2.343 0.0 0.0 0.0
C -1.824 2.496 1.974 0.0 0.0 0.0
N -1.229 2.674 0.788 0.0 0.1 -0.1
C -1.766 3.556 -0.066 0.1 0.0 -0.1
H -4.409 4.656 1.723 0.0 0.0 0.0
H -3.417 2.991 3.309 0.0 0.0 0.0
H -1.358 1.793 2.649 0.1 0.0 0.1
H -1.279 3.690 -1.021 0.0 0.0 0.0
C -0.742 -3.888 0.234 0.0 0.0 0.0
C -0.339 -2.855 1.283 0.1 0.0 0.0
C -1.480 -2.163 2.024 0.0 0.0 0.1
C -2.099 -0.984 1.286 0.1 0.1 0.1
N -2.514 -1.301 -0.068 0.0 0.0 -0.2
C -1.982 -0.837 -1.218 -0.2 -0.2 -0.1
Se -0.903 0.667 -1.599 0.1 0.0 0.1
N -2.535 -1.508 -2.242 0.1 0.1 0.0
C -2.181 -1.359 -3.656 0.1 -0.1 0.0
C -0.946 -2.185 -3.997 0.0 0.0 0.0
C -0.443 -1.920 -5.414 0.0 0.0 0.0
C -1.448 -2.298 -6.498 0.0 0.0 0.0
C -3.453 -2.428 -1.750 0.0 0.1 0.0
C -4.262 -3.353 -2.396 -0.1 -0.1 0.0
C -5.088 -4.118 -1.596 0.0 0.0 0.0
C -5.109 -3.960 -0.203 0.0 0.0 0.0
C -4.295 -3.044 0.435 0.0 0.0 0.1
C -3.456 -2.284 -0.370 0.0 0.0 -0.1
H 0.119 -4.490 -0.059 0.0 0.0 0.0
H -1.141 -3.436 -0.676 0.0 0.0 0.0
H -1.495 -4.573 0.628 0.0 0.0 0.0
H 0.297 -2.092 0.824 0.0 0.0 0.0
H 0.278 -3.351 2.033 0.1 0.0 0.0
H -1.111 -1.759 2.972 0.0 0.0 0.0
H -2.247 -2.894 2.287 0.0 0.0 0.0
H -1.362 -0.181 1.197 0.0 0.0 0.0
H -2.953 -0.582 1.836 0.0 0.0 0.0
H -2.008 -0.302 -3.857 0.0 0.0 0.0
H -3.049 -1.663 -4.237 0.0 0.0 0.0
H -1.180 -3.247 -3.872 0.0 0.0 0.0
H -0.165 -1.943 -3.270 0.0 0.0 0.0
H 0.478 -2.487 -5.560 0.0 0.0 0.0
H -0.173 -0.864 -5.506 0.0 0.0 0.0
H -1.749 -3.343 -6.404 0.0 0.0 0.0
H -1.012 -2.167 -7.487 0.0 0.0 0.0
H -2.346 -1.680 -6.458 0.0 0.0 0.0
H -4.253 -3.472 -3.470 0.0 0.0 0.0
H -5.739 -4.849 -2.053 0.0 0.0 0.0
H -5.781 -4.569 0.385 0.0 0.0 0.0
H -4.327 -2.926 1.509 0.0 0.0 0.0
```
Positions in Å, forces in eV/Å.

Summary:
LUMO ... -0.24963 hartree
Total charge ... +2
HOMO energy ... -13.05 eV
Energy above the lowest of the compared OMol25 structures with the same formula, charge and spin ... 0.0 kcal/mol
Kohn-Sham gap ... 6.26 eV
DFT total energy ... -241340.3983 eV